{"formula": "C57H88IN16O3PS", "method": "ωB97M-V with the def2-TZVPD basis set", "symbols": ["C", "C", "C", "N", "C", "C", "C", "C", "O", "C", "P", "O", "O", "S", "C", "C", "C", "C", "C", "C", "C", "C", "C", "C", "C", "C", "C", "C", "C", "C", "C", "C", "C", "C", "N", "C", "I", "H", "H", "H", "H", "H", "H", "H", "H", "H", "H", "H", "H", "H", "H", "H", "H", "H", "H", "H", "H", "H", "H", "H", "H", "H", "H", "H", "H", "H", "H", "H", "H", "H", "H", "H", "H", "H", "H", "H", "H", "H", "H", "H", "H", "H", "H", "C", "C", "N", "H", "H", "H", "C", "C", "N", "H", "H", "H", "C", "C", "N", "H", "H", "H", "C", "C", "N", "H", "H", "H", "C", "C", "N", "H", "H", "H", "C", "C", "N", "H", "H", "H", "C", "C", "N", "H", "H", "H", "C", "C", "N", "H", "H", "H", "C", "C", "N", "H", "H", "H", "C", "C", "N", "H", "H", "H", "C", "C", "N", "H", "H", "H", "C", "C", "N", "H", "H", "H", "C", "C", "N", "H", "H", "H", "C", "C", "N", "H", "H", "H"], "coordinates": [[-1.187, 7.327, -1.390], [-2.433, 7.019, -0.956], [-2.604, 5.920, -0.064], [-1.561, 5.220, 0.189], [-1.813, 4.203, 1.021], [-0.755, 3.416, 1.354], [0.590, 3.727, 0.784], [-0.901, 2.428, 2.150], [0.232, 1.697, 2.446], [-2.127, 2.110, 2.743], [-2.006, 0.693, 3.862], [-0.868, -0.309, 3.348], [-1.391, 1.338, 5.241], [-3.562, -0.369, 4.170], [-3.177, 2.872, 2.461], [-4.530, 2.653, 3.076], [-5.478, 1.720, 2.290], [-4.815, 0.839, 1.223], [-5.012, 1.463, -0.158], [-3.731, 1.286, -0.969], [-3.829, 1.627, -2.465], [-2.685, 0.873, -3.166], [-1.372, 1.686, -2.942], [-0.269, 0.710, -2.475], [-0.197, 0.699, -0.926], [0.553, -0.545, -0.380], [2.055, -0.256, -0.319], [2.673, -0.960, 0.914], [4.153, -1.262, 0.705], [5.084, -0.082, 0.982], [6.442, -0.593, 1.506], [6.761, -0.054, 2.887], [5.781, -0.496, 3.964], [-3.026, 3.936, 1.575], [-4.100, 4.709, 1.273], [-3.875, 5.651, 0.468], [-5.517, 6.875, -0.074], [-0.406, 7.607, -0.705], [-0.893, 7.257, -2.423], [-3.257, 7.632, -1.270], [1.229, 2.866, 0.783], [0.437, 4.114, -0.209], [1.028, 4.542, 1.344], [0.764, 2.238, 3.034], [0.004, -0.025, 3.635], [-0.436, 1.264, 5.173], [-4.376, 2.288, 4.077], [-5.031, 3.601, 3.180], [-6.301, 2.261, 1.852], [-5.929, 1.058, 3.018], [-5.363, -0.093, 1.218], [-3.791, 0.581, 1.433], [-5.791, 0.918, -0.696], [-5.367, 2.485, -0.107], [-3.468, 0.242, -0.874], [-2.971, 1.884, -0.477], [-4.804, 1.316, -2.842], [-3.676, 2.696, -2.541], [-2.535, -0.070, -2.674], [-2.959, 0.756, -4.205], [-1.573, 2.391, -2.149], [-1.080, 2.181, -3.858], [0.711, 1.021, -2.814], [-0.507, -0.259, -2.885], [0.335, 1.602, -0.648], [-1.181, 0.731, -0.474], [0.360, -1.400, -1.006], [0.214, -0.750, 0.626], [2.272, 0.803, -0.288], [2.554, -0.633, -1.203], [2.159, -1.909, 0.999], [2.519, -0.298, 1.755], [4.405, -2.083, 1.365], [4.345, -1.616, -0.299], [5.235, 0.468, 0.064], [4.616, 0.572, 1.704], [6.454, -1.679, 1.540], [7.189, -0.318, 0.773], [7.744, -0.396, 3.192], [6.798, 1.025, 2.859], [5.596, -1.558, 3.901], [6.230, -0.297, 4.925], [4.838, 0.024, 3.900], [-2.566, 1.753, -7.547], [-1.333, 1.199, -7.010], [-0.358, 0.760, -6.604], [-2.993, 2.468, -6.847], [-2.357, 2.254, -8.490], [-3.281, 0.949, -7.717], [-9.337, 5.284, 0.326], [-10.382, 5.375, -0.689], [-11.206, 5.441, -1.493], [-8.786, 4.355, 0.212], [-8.650, 6.106, 0.216], [-9.783, 5.311, 1.316], [5.800, 5.536, 2.495], [4.476, 4.933, 2.554], [3.426, 4.465, 2.615], [6.497, 4.855, 2.014], [5.756, 6.460, 1.924], [6.149, 5.754, 3.501], [0.964, -1.350, -8.484], [0.196, -0.827, -9.604], [-0.403, -0.407, -10.486], [0.923, -0.647, -7.654], [0.548, -2.303, -8.163], [2.000, -1.496, -8.784], [-0.906, -4.853, -1.838], [-1.433, -3.512, -2.038], [-1.857, -2.453, -2.199], [0.181, -4.839, -1.904], [-1.196, -5.213, -0.863], [-1.302, -5.523, -2.596], [-4.386, -5.395, 0.375], [-3.415, -6.294, -0.231], [-2.643, -7.005, -0.707], [-4.162, -5.271, 1.432], [-4.344, -4.424, -0.115], [-5.386, -5.807, 0.267], [9.769, -3.108, 3.343], [8.355, -3.398, 3.138], [7.243, -3.623, 2.980], [10.378, -3.934, 2.993], [10.044, -2.209, 2.795], [9.962, -2.952, 4.402], [-1.176, -10.227, 0.427], [-1.151, -10.834, 1.750], [-1.134, -11.314, 2.798], [-0.219, -9.752, 0.221], [-1.364, -10.990, -0.325], [-1.961, -9.476, 0.377], [0.619, 4.359, 5.118], [0.997, 5.625, 5.725], [1.298, 6.628, 6.206], [0.062, 4.545, 4.199], [1.517, 3.788, 4.883], [-0.005, 3.783, 5.800], [-9.329, 0.701, 3.898], [-9.624, 1.789, 2.978], [-9.857, 2.651, 2.251], [-9.952, -0.159, 3.664], [-8.282, 0.419, 3.810], [-9.528, 1.019, 4.919], [13.198, -5.979, 1.178], [12.690, -4.963, 2.090], [12.288, -4.159, 2.812], [12.495, -6.804, 1.112], [13.335, -5.545, 0.189], [14.143, -6.349, 1.535], [-2.980, -3.004, -9.756], [-3.657, -2.123, -8.822], [-4.133, -1.398, -8.064], [-3.544, -3.926, -9.879], [-2.880, -2.511, -10.720], [-1.989, -3.237, -9.373], [-9.257, 1.745, -1.753], [-8.231, 0.935, -2.389], [-7.411, 0.291, -2.850], [-9.020, 1.891, -0.700], [-9.322, 2.716, -2.241], [-10.219, 1.244, -1.832], [16.382, -8.709, 3.686], [15.452, -8.537, 2.579], [14.715, -8.400, 1.704], [16.823, -9.702, 3.643], [17.171, -7.964, 3.622], [15.855, -8.592, 4.630]], "multiplicity": 1, "mol_weight_g_mol": 1235.4, "e_homo_ha": -0.3040, "energy_ev": -118739.548}



{"formula": "C3H2O3", "method": "ωB97M-V with the def2-TZVPD basis set", "symbols": ["O", "C", "C", "O", "C", "O", "H", "H"], "coordinates": [[1.744, 0.705, -1.026], [1.231, 0.436, 0.029], [0.089, -0.581, 0.097], [0.276, -1.757, 0.294], [-1.318, -0.021, -0.095], [-1.502, 1.168, -0.161], [1.566, 0.873, 0.990], [-2.124, -0.778, -0.131]], "multiplicity": 1, "relative_energy_kcal_mol": 36.4, "smiles": "O=CC(=O)C=O", "mol_weight_g_mol": 86.0, "e_homo_ha": -0.3693, "energy_ev": -9283.946}



no.,LUMO energy (eV)
1,-1.148
2,-1.194